(1)
Density functional theory data (ωB97M-V/def2-TZVPD) for a 13-piece molecular cluster, C34H101N15O13 overall.

Calculated values
DFT total energy = -3155.43100 hartree
Kohn-Sham gap = 9.5515 eV

The geometry in XYZ format:
```
163
C34H101N15O13, DFT ωB97M-V/def2-TZVPD
H -1.372 -9.345 23.004
H -4.739 -13.692 24.470
O -5.461 -10.656 25.458
H -4.560 -14.019 22.726
H -8.301 -16.271 28.574
C -5.600 -8.563 24.269
H -5.290 -6.931 25.784
O -12.164 -12.198 20.181
H -12.875 -8.770 23.990
H -5.630 -12.432 26.350
C -13.215 -10.750 24.231
H -0.072 -10.227 22.750
H -10.902 -7.711 23.069
N -12.584 -11.961 24.849
H -8.904 -17.805 28.011
N -8.219 -17.051 27.946
O -9.704 -16.929 21.500
H -3.917 -11.112 20.836
C -2.297 -10.323 18.910
H -1.696 -13.429 21.571
H -11.770 -13.582 21.580
C -7.761 -16.728 26.669
H -14.947 -15.285 22.433
H -5.758 -11.069 27.496
H -10.272 -10.179 21.369
H -15.062 -11.323 24.883
H -16.078 -11.412 18.980
H -13.420 -10.017 19.394
H -12.051 -16.538 20.640
H -7.088 -8.434 22.895
N -8.284 -14.754 19.990
H -12.793 -15.974 18.238
H -7.864 -13.284 25.061
H -11.168 -17.577 18.608
N -7.623 -17.119 22.485
C -15.459 -10.540 19.334
H -8.594 -10.034 18.355
C -8.554 -14.784 18.534
C -7.326 -15.425 17.875
C -1.938 -15.175 20.606
C -11.719 -13.479 20.501
H -3.664 -11.797 23.712
H -11.897 -9.401 25.357
C -8.309 -13.222 24.093
H -9.860 -14.306 23.083
O -7.684 -17.603 25.813
H -9.881 -11.968 23.418
H -13.256 -17.851 20.610
H -15.374 -9.687 18.711
H -1.327 -9.819 18.949
H -1.737 -8.568 20.643
H -2.891 -15.466 21.092
H -2.201 -11.307 19.422
H -15.056 -16.953 22.200
H -6.390 -15.061 18.328
H -7.285 -16.341 21.947
C -13.073 -16.923 18.683
H -14.671 -18.393 18.646
C -13.982 -10.915 19.223
H -14.124 -12.957 20.054
N -9.899 -9.894 20.535
C -1.617 -11.338 23.428
N -2.657 -8.817 20.833
H -5.043 -9.044 23.507
H -10.149 -14.184 24.777
O -9.566 -11.404 26.599
C -4.698 -7.579 25.098
C -10.308 -8.548 23.394
C -9.492 -10.113 27.052
H -5.241 -15.436 16.377
H -7.146 -11.417 26.421
H -8.317 -11.309 23.229
H -10.112 -9.417 26.492
H -9.459 -8.694 22.718
H -8.497 -9.733 26.933
O -7.663 -10.051 21.297
H -8.794 -13.947 20.323
H -15.283 -16.814 18.372
H -9.447 -11.380 25.610
C -7.157 -13.408 23.147
C -8.852 -13.379 17.962
C -3.290 -9.449 19.672
H -10.726 -13.667 20.120
H -6.498 -12.545 23.311
H -13.432 -16.258 22.506
H -13.410 -10.963 23.182
H -8.977 -15.374 24.232
H -2.592 -10.481 17.839
H -10.506 -18.168 23.314
C -4.375 -10.346 20.153
C -4.981 -14.424 23.666
C -14.537 -10.415 24.878
O -5.089 -10.821 19.059
H -8.850 -15.438 20.474
H -9.682 -10.048 28.091
H -9.447 -12.840 18.719
H -14.294 -10.108 25.942
O -7.320 -15.150 16.505
H -10.491 -10.322 19.809
O -6.404 -14.582 23.598
H -1.128 -15.813 21.060
H -9.989 -8.312 24.405
H -5.705 -12.510 18.082
H -7.225 -17.173 23.416
O -11.056 -9.739 23.505
H -12.107 -11.833 25.761
N -6.622 -7.785 23.511
H -7.672 -14.726 27.123
H -9.408 -15.426 18.394
C -9.372 -14.345 24.021
H -6.164 -16.887 16.138
H -7.005 -15.089 25.615
H -7.254 -9.929 24.633
C -13.633 -12.001 20.263
O -1.239 -12.460 23.100
C -5.470 -12.231 19.135
H -14.449 -17.667 17.138
H -12.416 -14.272 20.019
H -4.630 -12.743 19.527
C -14.401 -16.112 22.020
C -6.378 -9.565 25.130
H -9.462 -13.439 17.065
H -4.037 -8.137 25.735
C -13.044 -16.867 20.272
H -6.330 -12.241 19.875
H -9.065 -18.211 24.270
N -8.002 -10.098 19.148
H -4.494 -15.347 23.991
H -4.065 -7.010 24.391
H -7.425 -16.499 18.104
H -6.720 -9.031 26.016
O -1.660 -13.786 20.636
H -12.762 -11.373 17.629
H -14.207 -12.095 17.562
H -3.167 -10.213 24.026
H -3.813 -8.733 18.953
C -6.062 -11.410 26.484
C -9.008 -17.343 22.413
H -12.281 -18.744 18.466
H -13.952 -11.693 21.306
N -0.857 -10.170 23.414
N -8.916 -11.906 23.774
N -12.046 -17.798 18.178
H -8.007 -12.728 17.702
C -14.435 -17.455 18.188
H -7.317 -13.668 22.025
C -8.490 -10.006 20.373
N -13.729 -11.237 17.790
N -2.869 -11.160 23.962
H -15.109 -9.649 24.400
N -7.533 -15.422 26.453
H -15.683 -10.168 20.303
H -6.106 -15.655 14.806
H -7.021 -10.151 18.942
O -14.073 -15.966 20.637
H -5.113 -9.899 20.836
H -3.239 -8.036 21.053
H -2.074 -15.408 19.573
N -9.502 -18.139 23.406
C -12.285 -9.565 24.327
H -12.037 -12.464 24.184
C -6.199 -15.804 15.931
H -6.277 -6.971 23.103
```

(2)
Density functional theory data (ωB97M-V/def2-TZVPD) for C33H43N7SW as an isolated structure.

Calculated values
DFT total energy = -2131.28660 hartree
total charge = +2
Kohn-Sham gap = 6.4585 eV

The geometry in XYZ format:
```
85
C33H43N7SW, DFT ωB97M-V/def2-TZVPD
H -3.931 -4.468 -2.599
H -1.323 3.853 -0.836
H 3.178 1.280 5.577
H 1.672 0.040 -1.523
C -2.536 -3.380 -3.817
C 1.690 4.046 4.290
H -2.906 -3.701 -0.477
C 1.882 1.487 2.409
H 3.853 0.120 1.164
C 2.863 -1.603 0.369
H 1.222 0.398 -3.916
C -1.871 -1.032 1.392
H -2.965 -3.718 -4.751
N 1.494 3.173 -4.031
N 2.919 2.232 -2.541
C 0.305 -0.187 -3.850
H -4.197 0.437 -0.659
C 0.290 -1.496 2.372
H -2.661 4.180 0.196
C 2.550 1.193 3.575
H -0.545 0.486 -3.746
C -1.411 -2.513 -1.453
N 1.845 0.638 1.296
H 0.987 -0.777 2.774
N -0.566 -0.768 1.414
C 2.674 1.860 4.814
H -1.565 3.406 2.160
H 2.953 -0.843 2.296
H 2.261 3.385 -4.649
C 0.989 2.625 2.295
H -2.776 2.102 -1.373
C -2.539 2.133 -0.306
C -0.861 -2.074 -2.650
H 3.708 2.595 -0.745
C 2.320 3.129 5.151
H 3.953 1.058 -1.323
C 0.398 -1.197 -2.693
C -3.080 -3.800 -2.611
N 3.289 1.823 -1.254
H 1.517 -2.536 -3.970
H 2.969 -1.311 -0.675
C -3.763 -2.547 2.148
S 0.277 2.547 -1.844
H 1.718 -3.031 2.646
H -3.930 -3.359 2.847
H -1.824 -2.604 2.815
C 1.715 -2.617 0.504
N -1.806 0.903 0.085
H -1.037 -2.238 -4.795
H 2.101 -3.602 0.231
C -2.477 -2.069 2.144
H 1.716 -2.906 -2.262
N 0.111 2.523 1.320
C 1.119 3.817 3.075
H 3.079 0.253 3.582
H 2.577 3.472 6.145
H -5.835 -1.064 -0.106
C 1.627 -2.093 -2.979
H -3.484 2.103 0.235
H 0.209 -0.731 -4.787
H 0.566 3.434 -4.320
C -1.439 -2.533 -3.836
C -3.900 -0.270 0.103
C 0.656 -0.393 -1.430
H 3.798 -2.114 0.618
C 1.017 -2.738 1.857
H -0.960 -2.204 -0.528
C -4.906 -1.188 0.438
C -2.602 -0.136 0.541
H 1.612 5.066 4.649
H 0.651 4.685 2.636
H 0.302 -3.562 1.778
H 0.950 -2.402 -0.232
H -0.563 4.537 1.269
C -4.870 -2.188 1.368
H -0.305 -1.781 3.238
W 0.188 0.739 0.102
C -1.858 3.461 0.022
H 2.552 -1.509 -2.975
H -5.775 -2.765 1.512
C -2.507 -3.367 -1.427
C 2.901 -0.404 1.301
C -0.969 3.526 1.248
H 3.654 2.463 -3.199
C 1.668 2.606 -2.834
```

(3)
Density functional theory data (ωB97M-V/def2-TZVPD) for C20H55KN5O5 as an isolated structure.

Calculated values
DFT total energy = -2044.69848 hartree
total charge = +1
Kohn-Sham gap = 9.4383 eV

The geometry in XYZ format:
```
86
C20H55KN5O5, DFT ωB97M-V/def2-TZVPD
H -1.155 3.635 -1.143
O -0.814 1.555 1.527
H 4.966 -3.873 3.886
O 3.810 0.833 -2.440
H 4.925 -0.832 -1.895
H 4.161 1.714 -4.274
H -3.494 0.808 1.092
C 4.687 1.227 -3.454
H -3.376 0.944 -1.079
H 0.203 1.804 3.274
H 0.614 3.669 1.111
H -1.387 -2.451 3.225
H 0.929 -1.016 -3.690
H 0.308 0.224 2.684
C 3.999 -4.376 3.877
H -7.313 2.416 0.525
H 1.468 0.802 -2.093
H -5.631 1.588 -1.447
C -4.119 0.269 -0.643
H -6.277 3.604 1.449
H -1.350 0.698 -2.623
H 1.586 -4.309 4.546
H 1.925 -1.788 -0.238
H 0.445 -3.364 -3.444
H 3.429 -0.812 1.745
H -0.931 -3.818 -2.407
H -6.554 2.001 2.050
H 0.293 4.365 -1.046
H 5.282 0.641 -1.042
H 0.074 2.702 -3.311
N 0.525 0.820 -1.700
O -0.687 -1.802 -2.575
H -0.695 -3.616 4.397
H -0.574 1.801 -4.728
H -1.327 3.263 2.575
C 0.776 -2.877 3.036
H -0.069 6.073 0.486
H 0.551 1.784 -1.371
C -6.416 2.575 1.124
C -0.669 -3.259 3.368
H -0.634 5.693 2.111
C -1.253 2.891 1.544
H 1.025 -2.048 3.708
H 4.646 -1.809 0.896
C -0.411 3.917 0.800
N -3.620 -0.126 0.699
H 2.042 -2.406 1.671
H -4.524 -0.644 -2.469
H 5.302 0.431 -3.889
H 5.449 1.956 -3.147
H -2.298 2.939 1.216
H 4.910 -0.134 1.323
C 0.089 1.764 -3.857
H -4.377 -0.562 1.217
C 3.485 -0.334 -0.339
C -0.121 -0.818 -3.440
H -3.476 -1.621 -1.461
H -0.586 -0.847 -4.434
C 1.719 -3.971 3.514
H 2.780 0.453 -0.056
N 1.033 -2.587 1.624
H -5.204 -1.603 -1.123
C 0.307 1.257 2.329
N 2.676 -1.471 -0.844
C 4.454 0.047 -1.446
H 4.123 -5.298 3.302
H 1.074 1.627 -4.305
C -0.292 0.618 -2.903
C 4.163 -0.835 0.935
O -5.250 2.065 0.511
H -1.711 5.619 0.761
H 3.780 -4.581 4.929
H 1.553 -4.861 2.883
H 1.264 1.510 1.868
C -0.570 -3.100 -3.141
H 2.261 -1.170 -1.717
H -1.209 -3.139 -4.028
N -0.279 3.642 -0.626
H -1.018 -4.069 2.720
K -0.853 -0.941 0.049
C -0.684 5.386 1.065
C -4.364 -0.988 -1.442
O 3.044 -3.523 3.292
H -6.251 0.432 -0.266
C -5.409 1.095 -0.493
H 1.096 -3.480 1.126
```

(4)
Density functional theory data (ωB97M-V/def2-TZVPD) for the molecule C3H8NOP.

Calculated values
DFT total energy = -590.33446 hartree
Kohn-Sham gap = 8.6030 eV
SMILES = [H]/P=N/[C@H](C)CO

The geometry in XYZ format:
```
14
C3H8NOP, DFT ωB97M-V/def2-TZVPD
H 0.693 0.554 -1.299
C -0.104 -1.065 -0.275
P 1.738 0.227 1.623
C -1.306 0.954 -0.735
H -1.735 0.651 -1.701
O 1.111 -1.743 -0.226
H -2.037 0.403 0.040
H 1.201 -2.119 0.619
N 0.864 1.151 0.778
C -0.005 0.335 -0.583
H -1.272 2.014 -0.498
H -0.590 -1.477 -1.107
H -0.587 -1.042 0.673
H 2.030 1.155 2.692
```